Here is 2 unconnected molecules or ions with the total composition C3H10O2S2 in a non-equilibrium geometry from the Open Molecules 2025 dataset. Energies are from wB97M-V/def2-TZVPD.

Output
HOMO-LUMO gap (spin up / spin down) in eV: 9.29 / 5.48
Expectation value of S²: 0.754
2S+1: 2
Net charge: +1
Energy relative to the best compared isomer or geometry (same formula, charge and spin) in kcal/mol: 16.4

XYZ file:
```
17
Properties=species:S:1:pos:R:3:nbo_charge:R:1
S -2.68932 0.36102 -0.27236 0.72
S -2.30203 -0.29438 1.65976 -0.01
O 1.72668 0.04417 0.23725 -0.70
O 0.83561 -3.33712 0.17482 -0.92
C -1.03235 0.43630 -0.91912 -0.61
C -0.15661 1.45137 -0.14442 -0.43
C 1.32631 1.26875 -0.32972 -0.08
H 1.49179 0.01465 1.16195 0.47
H 1.82755 2.14673 0.10191 0.20
H 1.78657 -3.32710 0.27854 0.48
H -0.46341 2.49154 -0.32256 0.24
H -2.65554 -1.57019 1.35975 0.21
H -0.60785 -0.55499 -0.70914 0.28
H -1.03064 0.59141 -1.99783 0.28
H 1.70109 1.32188 -1.35082 0.21
H -0.43077 1.34562 0.89891 0.21
H 0.67293 -2.38966 0.17308 0.45
```